Record 1
CH5N3O2 | ωB97M-V/def2-TZVPD

Geometry as XYZ:
```
11
Properties=species:S:1:pos:R:3:forces:R:3
C 0.66773 1.28608 0.71617 -2.8 0.6 -1.0
N -0.66750 0.97126 -0.02687 2.7 1.4 0.9
N -0.99969 -0.26262 -0.39461 -1.4 -0.4 0.0
N -0.16661 -1.16410 -0.62326 -2.1 0.4 0.1
O 1.06513 -1.22812 -0.54451 0.3 -0.4 -0.2
O -0.91104 -2.37253 -1.03602 0.4 2.2 0.3
H 0.39508 1.27096 1.77841 0.6 0.0 -0.1
H 1.34296 0.50792 0.41260 0.6 0.2 0.2
H 0.89549 2.31279 0.35808 0.4 -0.8 0.5
H -1.38711 1.69139 0.23717 0.4 -2.2 -0.8
H -0.23444 -3.01303 -0.87715 0.9 -1.0 0.1
```
Positions in Å, forces in eV/Å.

As for the SMILES: CN/N=[N+](\[O-])O. For the energy relative to the best compared isomer or geometry (same formula, charge and spin), the calculation gives 102.2 kcal per mole. The multiplicity is 1. The charge is 0.

Charge distribution, natural (NBO) scheme, values in e: -0.447, -0.438, -0.047, 0.467, -0.521, -0.534, 0.191, 0.252, 0.206, 0.399, 0.473


Record 2
CH5N3O2 | ωB97M-V/def2-TZVPD

Geometry as XYZ:
```
11
Properties=species:S:1:pos:R:3:forces:R:3
N 2.01869 -0.60899 0.17593 -2.7 0.7 0.3
N 0.57829 -0.53107 -0.29016 1.3 -0.7 1.4
C -0.06001 0.68339 -0.07734 0.1 -0.8 -0.5
O 0.48043 1.75262 0.02367 0.4 0.6 0.2
N -1.44713 0.59229 -0.13203 0.5 -1.3 -0.9
O -1.96214 -0.66807 0.21591 0.4 0.4 1.2
H 2.56544 -0.43304 -0.64642 0.2 0.3 -0.4
H 2.09870 0.21612 0.79660 0.3 -0.5 -0.6
H 0.03201 -1.31188 0.11786 0.7 0.7 -0.5
H -1.91485 1.28173 0.37749 -0.6 1.3 0.9
H -2.38942 -0.97311 -0.56151 -0.7 -0.4 -1.2
```
Positions in Å, forces in eV/Å.

As for the SMILES: NNC(=O)NO. For the energy relative to the best compared isomer or geometry (same formula, charge and spin), the calculation gives 24.0 kcal per mole. The multiplicity is 1. The charge is 0.

Charge distribution, natural (NBO) scheme, values in e: -0.638, -0.506, 0.728, -0.623, -0.355, -0.569, 0.355, 0.361, 0.397, 0.374, 0.476


no.,electronic energy (eV)
1,-9678.039
2,-9681.430